Entry 1:
Here is the ion C5H9NO with charge -1 in a non-equilibrium geometry from OMol25. Energies are from ωB97M-V/def2-TZVPD.

Results
E_HOMO (spin up / spin down) = 0.0347 / -0.1352 Ha
spin multiplicity = 2
charge = -1
frontier orbital gap (spin up / spin down) = 3.12 / 7.52 eV

The geometry in XYZ format:
```
16
Properties=species:S:1:pos:R:3:nbo_charge:R:1
O -2.8406 1.4115 -1.4017 -0.733
C -1.8364 1.6697 -0.7024 0.117
C -0.4892 1.0230 -0.8885 -0.508
C 0.0909 0.5157 0.4342 -0.579
C 0.6736 -0.8558 0.3985 0.208
C 0.6286 -1.7554 -0.5836 -0.582
N 1.2890 -1.1725 1.6015 -0.858
H -1.8350 2.4654 0.0691 0.056
H -0.6496 0.2708 -1.6513 0.207
H 0.1907 1.7619 -1.3538 0.161
H 0.8884 1.1963 0.7488 0.189
H -0.6658 0.4903 1.2171 0.204
H 1.0581 -2.7331 -0.3868 0.166
H 0.4280 -1.5303 -1.6074 0.209
H 1.5312 -0.6147 2.3941 0.385
H 1.5383 -2.1430 1.7121 0.359
```


Entry 2:
Here is a structure of composition C26H50P2RuSi in a non-equilibrium geometry from OMol25. Energies are from ωB97M-V/def2-TZVPD.

Results
E_HOMO (spin up / spin down) = -0.3059 / -0.3511 Ha
spin multiplicity = 6
charge = +1
frontier orbital gap (spin up / spin down) = 6.04 / 3.98 eV

The geometry in XYZ format:
```
80
Properties=species:S:1:pos:R:3:lowdin_spin:R:1
Ru -0.5387 -0.0460 -1.4249 1.568
C 0.1082 2.2712 1.8100 0.315
C -1.0143 1.5865 2.3462 0.310
C 0.8841 0.6942 3.2859 0.316
C 1.2752 1.7075 2.3770 0.305
C -0.5302 0.6454 3.3110 0.326
C 0.1162 3.4376 0.8966 0.064
H -0.8897 3.8213 0.7425 0.000
H 0.5612 3.1955 -0.0830 0.028
H 0.7250 4.2496 1.3328 0.012
C 2.6569 2.2060 2.1760 0.042
H 2.7707 2.6749 1.1908 0.004
H 3.4102 1.4168 2.2978 0.004
H 2.8948 2.9858 2.9250 0.020
C 1.7614 -0.0949 4.1892 0.045
H 1.7149 0.3110 5.2136 0.020
H 2.8062 -0.0343 3.8619 0.001
H 1.4654 -1.1542 4.2445 0.010
C -1.3501 -0.0245 4.3401 0.045
H -1.3100 0.5426 5.2878 0.020
H -0.9708 -1.0273 4.5523 0.008
H -2.4008 -0.0988 4.0466 0.002
C -2.4267 1.9439 2.1227 0.045
H -2.7826 2.6704 2.8865 0.020
H -3.0775 1.0575 2.1962 0.005
H -2.5859 2.4011 1.1303 0.004
C -0.0219 -0.5933 -3.2093 0.109
C -0.9505 0.6039 -3.2505 0.058
C -2.4528 0.4846 -3.5386 0.007
C -3.2620 -0.2044 -2.4376 0.011
C -2.4195 -0.5523 -1.2486 0.073
C -1.6329 -1.7740 -1.3204 0.067
C -1.3234 -2.6272 -2.5205 0.016
C -0.5154 -1.9250 -3.6509 0.020
H -2.5194 -0.0371 -4.5076 0.000
H -3.7512 -1.1043 -2.8285 0.002
H -2.8353 1.5025 -3.6802 0.001
H -1.0815 -1.8288 -4.5947 0.002
H 1.0480 -0.3647 -3.3197 0.024
H -0.5850 1.2793 -4.0355 0.034
H 0.3628 -2.5492 -3.9173 0.002
H -0.7117 -3.4748 -2.1665 0.000
H -1.7200 -2.3839 -0.4131 0.012
H -2.2618 -3.0697 -2.8847 0.002
H -4.0730 0.4861 -2.1265 0.000
H -2.9768 -0.4106 -0.3169 0.015
P -0.4521 2.0992 -2.0368 0.250
C 0.9598 2.7824 -2.8791 0.057
C -1.8090 3.2665 -2.0092 0.033
P 0.1418 -2.8501 2.1430 0.048
C 0.5021 -1.7398 0.6263 0.259
C -1.7040 -2.5900 2.2722 0.015
C 0.1210 -4.4381 1.1964 0.008
H 1.8667 2.5646 -2.3090 0.003
H 0.7637 3.8562 -2.8687 0.004
H 1.1132 2.4392 -3.9070 0.007
H -2.6625 2.9555 -1.3960 0.000
H -2.1312 3.4579 -3.0338 0.006
H -1.3877 4.1866 -1.5730 0.006
H -0.4992 -4.3784 0.2899 0.000
H -0.2288 -5.2447 1.8468 0.002
H 1.1626 -4.6421 0.9096 0.000
H 0.4170 -2.4405 -0.2064 0.013
H -0.2467 -0.9183 0.6224 0.019
H -1.9725 -2.7360 3.3272 0.002
H -2.2650 -3.3155 1.6674 0.001
H -1.9905 -1.5635 1.9896 0.001
C 3.0307 -1.2234 1.2015 0.015
Si 2.1322 -0.6426 -0.3709 0.153
C 3.3797 0.8437 -0.7762 0.065
C 2.7491 -1.7825 -1.7791 0.028
H 3.8074 -0.5208 1.5266 0.003
H 3.5009 -2.1840 0.9492 -0.001
H 2.3475 -1.3925 2.0459 0.000
H 4.1163 0.5014 -1.5248 0.005
H 3.9851 1.1214 0.1005 0.002
H 2.9596 1.7745 -1.1674 0.000
H 3.8447 -1.8573 -1.6847 0.004
H 2.3163 -2.7882 -1.6947 0.000
H 2.5422 -1.3966 -2.7854 0.001
```


Entry 3:
Here is a structure of composition C28H23NPPdSe2Te2 in a non-equilibrium geometry from OMol25. Energies are from ωB97M-V/def2-TZVPD.

Results
E_HOMO = -0.3682 Ha
charge = +1
frontier orbital gap = 6.29 eV

The geometry in XYZ format:
```
58
Properties=species:S:1:pos:R:3:nbo_charge:R:1
Pd -0.1733 -0.0711 0.4714 0.513
C 6.5434 -1.4822 -1.3909 -0.168
C 5.6875 -0.7236 -2.1822 -0.217
C 4.4464 -0.3520 -1.6986 -0.132
C 4.0510 -0.7341 -0.4169 -0.445
C 4.9119 -1.4886 0.3747 -0.182
C 6.1560 -1.8632 -0.1163 -0.201
P 2.4516 -0.1454 0.2391 1.356
C 2.2570 -1.0261 1.7958 -0.443
C 1.9110 -2.3765 1.8088 -0.188
C 1.8694 -3.0534 3.0157 -0.191
C 2.1881 -2.3916 4.1953 -0.187
C 2.5278 -1.0470 4.1777 -0.143
C 2.5477 -0.3508 2.9793 -0.212
C 2.6437 1.6279 0.4113 -0.421
C 3.8859 2.1849 0.5811 -0.144
C 4.0177 3.5867 0.6245 -0.218
C 2.9304 4.3870 0.4195 -0.151
C 1.6432 3.8400 0.1955 0.022
C 0.5162 4.6435 -0.1040 -0.199
C -0.6903 4.0644 -0.3586 -0.192
C -0.8524 2.6599 -0.2707 -0.290
C 0.2034 1.8555 0.0533 -0.117
C 1.4869 2.4349 0.2407 -0.119
H 7.5115 -1.7767 -1.7734 0.231
H 5.9891 -0.4243 -3.1769 0.231
H 3.7845 0.2391 -2.3215 0.217
H 4.6195 -1.7918 1.3720 0.231
H 6.8183 -2.4550 0.5008 0.231
H 1.6736 -2.8969 0.8895 0.241
H 1.5910 -4.0984 3.0326 0.233
H 2.1651 -2.9259 5.1360 0.230
H 2.7689 -0.5345 5.0981 0.224
H 2.8077 0.7007 2.9620 0.232
H 4.7661 1.5597 0.6633 0.236
H 4.9939 4.0236 0.7843 0.235
H 3.0468 5.4640 0.4045 0.229
H 0.6316 5.7191 -0.1467 0.226
H -1.5435 4.6779 -0.6170 0.231
H -1.8344 2.2332 -0.4495 0.231
Se -1.8091 -2.0600 0.6610 -0.634
Te -1.8308 -2.7557 -1.7256 0.244
Te 0.7932 -3.1039 -1.9620 0.148
Se 1.0676 -0.5495 -1.5345 -0.021
N -1.1676 0.7543 2.2070 -0.810
C -0.8525 0.3643 3.5606 0.212
C -0.2308 1.2769 4.4007 -0.272
C 0.0264 0.9299 5.7184 -0.191
C -0.3289 -0.3261 6.1896 -0.220
C -0.9362 -1.2360 5.3356 -0.172
C -1.1974 -0.8980 4.0161 -0.266
H -1.0872 1.7617 2.1081 0.411
H -2.1300 0.5050 1.9856 0.421
H 0.0273 2.2647 4.0342 0.217
H 0.4931 1.6482 6.3794 0.227
H -0.1406 -0.5922 7.2211 0.227
H -1.2198 -2.2153 5.6984 0.227
H -1.6760 -1.6089 3.3530 0.234
```


Entry 4:
Here is a structure of composition C59H39MgN11OP in a non-equilibrium geometry from OMol25. Energies are from ωB97M-V/def2-TZVPD.

Results
E_HOMO (spin up / spin down) = -0.1053 / -0.1129 Ha
charge = -1
frontier orbital gap (spin up / spin down) = 4.83 / 5.00 eV

The geometry in XYZ format:
```
112
Properties=species:S:1:pos:R:3:mulliken_charge:R:1
Mg -1.2807 0.1076 -0.1334 1.182
C -5.9422 4.1840 -2.5568 -0.481
C -6.8112 3.1520 -2.2542 -0.609
C -6.4089 2.1019 -1.4331 -0.296
C -5.1056 2.0859 -1.0337 -0.048
C -4.2958 0.9950 -0.4931 0.061
N -2.9638 1.3982 -0.3731 -0.545
C -2.9253 2.7276 -0.7443 -0.658
N -1.9028 3.6069 -0.5250 -0.612
C -0.7362 3.1893 -0.0090 -0.771
C 0.1921 4.0549 0.6854 0.410
C 0.1828 5.4476 0.8086 -0.220
C 1.0509 6.0588 1.7023 -0.727
C 1.9123 5.2336 2.4577 -1.072
C 2.1421 3.9289 2.1034 0.141
C 1.3012 3.2931 1.2047 0.811
C 1.0073 1.9468 0.7437 -1.925
N 1.7330 0.8168 1.2357 1.875
C 0.9769 -0.0893 2.0328 -1.451
N -0.3025 -0.4426 1.6872 0.256
C -0.7127 -1.3818 2.6169 -0.334
N -1.6735 -2.2612 2.5050 -0.426
C -2.6588 -2.1340 1.5799 -0.401
N -2.8356 -1.1651 0.6640 0.060
C -4.1599 -1.1199 0.3661 -0.591
N -4.8782 -0.1370 -0.1927 -0.606
C -4.8925 -2.1937 1.0495 0.468
C -6.2242 -2.4834 1.2904 -0.302
C -6.5420 -3.5024 2.1630 -0.665
C -5.5542 -4.1533 2.8729 -0.461
C -4.1909 -3.9075 2.6494 -0.535
C -3.9018 -2.8869 1.7649 0.503
C 0.2499 -1.4664 3.7100 -0.298
C 0.3073 -2.2509 4.8504 -0.199
C 1.4169 -2.1425 5.6680 -0.866
C 2.4927 -1.2841 5.3062 -0.792
C 2.4723 -0.5905 4.1292 -0.374
C 1.3551 -0.7430 3.2906 1.219
N -0.1914 1.8824 0.0852 1.009
C -4.2064 3.1397 -1.3086 0.800
C -4.6060 4.2261 -2.0835 -0.445
H -6.3021 5.0183 -3.2069 0.298
H -7.7797 3.0645 -2.7613 0.342
H -7.0695 1.3145 -1.1886 0.586
H -0.4708 5.9875 0.0657 0.341
H 0.8963 7.1253 1.8668 0.343
H 2.4937 5.6067 3.2980 0.406
H 2.9198 3.3245 2.5927 0.090
H -6.9427 -1.8353 0.8241 0.515
H -7.5811 -3.8333 2.2947 0.335
H -5.8422 -4.9231 3.5671 0.376
H -3.4043 -4.4212 3.2248 0.400
H -0.4259 -3.0582 4.9173 0.436
H 1.4595 -2.7186 6.5824 0.375
H 3.3842 -1.1364 5.9476 0.376
H 3.2701 0.0241 3.8267 0.653
H -3.9725 5.1192 -2.3960 0.375
C 7.2101 1.5879 2.0567 -0.561
C 6.0316 2.0064 2.6634 -0.597
C 4.7916 1.5713 2.1661 0.230
C 4.6694 0.6852 1.0898 0.272
C 5.9027 0.2808 0.4574 -1.009
C 7.1470 0.6895 0.9896 -0.744
P 3.1067 0.0601 0.3019 2.391
C 3.3021 0.6968 -1.3050 0.332
C 3.3446 2.1049 -1.4899 -0.371
C 3.2878 2.6489 -2.7130 -0.458
C 3.2362 1.8028 -3.8395 -0.572
C 3.2777 0.4318 -3.6900 -0.789
C 3.3363 -0.1332 -2.3955 -0.186
C 2.9963 -1.7731 0.3246 1.394
C 3.9654 -2.2209 1.2235 -1.034
C 4.1156 -3.5672 1.5233 -1.227
C 3.2727 -4.5316 1.0325 -1.030
C 2.1572 -4.1384 0.2077 1.060
C 1.1310 -5.1114 -0.0531 -0.984
C -0.0729 -4.7227 -0.5960 -1.111
C -0.2253 -3.3447 -0.9759 -0.124
C 0.7498 -2.3922 -0.7335 0.215
C 1.9827 -2.7160 -0.1558 -0.140
H 8.1471 1.9439 2.4328 0.412
H 6.0623 2.7331 3.5042 0.363
H 3.9023 1.9162 2.6923 -0.263
H 5.9125 -0.3209 -0.4589 0.368
H 8.0554 0.3289 0.5642 0.454
H 3.5653 2.7241 -0.5867 0.078
H 3.1902 3.7297 -2.8303 0.414
H 3.2510 2.2689 -4.8409 0.346
H 3.2007 -0.1953 -4.5756 0.419
H 3.3651 -1.1992 -2.2475 0.429
H 4.5883 -1.5974 1.8032 0.233
H 4.8627 -3.8382 2.2378 0.412
H 3.3185 -5.5876 1.3096 0.335
H 1.2762 -6.0804 0.4368 0.224
H -0.8815 -5.4599 -0.7808 0.355
H -1.1574 -3.0002 -1.3863 0.550
C -0.9771 1.5975 -3.5483 -1.022
N -1.2774 0.2457 -4.0202 0.414
C -1.7583 0.0944 -5.2994 -0.399
C -2.2196 -1.0613 -5.6854 -0.915
C -2.1060 -2.1855 -4.7993 0.885
N -1.7567 -1.9827 -3.5552 -0.224
C -1.4033 -0.7469 -3.1114 -0.548
O -1.0763 -0.6219 -1.9059 0.832
N -2.3311 -3.4369 -5.2625 -0.433
H -0.4721 2.2520 -4.3067 0.406
H -0.3448 1.5706 -2.6838 -0.036
H -1.8920 2.1172 -3.3466 0.479
H -1.7283 1.0102 -5.8833 0.435
H -2.5058 -1.3375 -6.7228 0.244
H -2.7079 -3.5169 -6.1999 0.208
H -2.3407 -4.1789 -4.5700 0.254
```


Q: What is the charge in the third record?
A: +1